# 1
A 19-piece molecular cluster, H38O19 overall in a non-equilibrium geometry, computed with ωB97M-V/def2-TZVPD.

Last column: Löwdin charge in e.
Element x y z (Å)
O 4.41632 -2.52408 17.06752  -0.06
H 4.65513 -1.61047 17.22406  -0.03
H 5.09820 -2.85345 16.48205  0.02
O 9.91232 5.55818 18.17845  -0.05
H 9.91519 5.18564 19.06017  -0.02
H 9.02972 5.91259 18.07053  0.04
O 4.19292 0.19380 17.53232  -0.06
H 4.26130 0.54449 16.64430  -0.02
H 4.48984 0.90818 18.09599  -0.01
O 9.57768 4.84638 20.78985  -0.04
H 9.73564 5.63094 21.31496  0.08
H 10.02142 4.14504 21.26676  0.00
O 7.24526 4.35579 17.44446  -0.05
H 7.69847 4.23933 16.60943  0.00
H 6.31645 4.36978 17.21349  0.04
O 4.94894 5.82251 20.49301  -0.06
H 5.65973 5.18143 20.48905  -0.02
H 5.33849 6.61503 20.12371  0.02
O 8.29540 -2.71169 21.87252  -0.07
H 7.84019 -2.58815 21.03960  -0.02
H 7.92059 -2.04804 22.45159  0.02
O 5.43560 4.97460 15.43078  -0.03
H 6.05816 4.93597 14.70472  0.04
H 4.80675 5.64830 15.17213  0.06
O 7.04041 3.87983 20.17214  -0.05
H 7.84894 3.99637 20.67105  0.03
H 7.29893 4.01681 19.26075  0.01
O 10.64676 2.61854 21.80916  -0.02
H 11.10425 1.93647 21.31752  0.06
H 10.00932 2.14349 22.34230  0.07
O 6.47722 -1.77984 19.98395  -0.05
H 6.58887 -0.84734 20.16891  0.03
H 6.86594 -1.90090 19.11765  -0.01
O 8.70068 4.04075 14.97569  -0.03
H 8.77105 3.43384 14.23884  0.06
H 9.60693 4.22045 15.22599  0.05
O 5.31881 1.90631 19.58479  -0.04
H 5.98307 2.46808 19.98403  -0.01
H 4.86470 1.50702 20.32680  0.06
O 10.23789 2.75998 18.41803  -0.03
H 10.20879 3.67850 18.15025  0.00
H 11.15668 2.51029 18.31956  0.06
O 8.83953 -2.32922 14.53633  -0.06
H 9.27470 -1.56475 14.91374  -0.02
H 8.13703 -2.53439 15.15328  0.02
O 7.90493 1.14213 17.78732  -0.04
H 8.57372 1.78585 18.02096  0.01
H 7.08155 1.62926 17.81891  0.04
O 8.05793 -1.55421 17.94489  -0.04
H 7.83673 -0.62470 17.88732  -0.01
H 9.00351 -1.58532 17.79953  0.05
O 4.32986 1.76417 15.52041  -0.02
H 3.64599 2.25341 15.06303  0.07
H 5.12336 2.28391 15.39216  0.04
O 10.04975 0.01087 16.10223  -0.03
H 10.80453 0.57078 16.28402  0.04
H 9.31670 0.44812 16.53545  0.00

Its energy above the lowest of the compared OMol25 structures with the same formula, charge and spin is 154.2 kJ/mol. The spin multiplicity is 1.

# 2
A 19-piece molecular cluster, H39O19 overall in a non-equilibrium geometry, computed with ωB97M-V/def2-TZVPD.

Last column: Löwdin charge in e.
Element x y z (Å)
O 2.24611 2.86858 0.77092  -0.08
H 4.81774 0.25827 -0.90968  0.06
H 1.84758 3.79927 0.87645  0.10
O 3.66014 0.18701 -3.52525  -0.11
H 2.72789 0.67236 -3.32315  0.11
H -1.70465 0.59246 1.57684  0.09
O -0.34741 -2.16612 -0.78498  -0.14
H -2.28387 -2.19568 3.87159  0.04
H 4.83686 1.62425 -1.26893  0.06
O -1.45249 0.15776 2.38914  0.10
H 1.24904 2.06565 3.38844  0.17
H -1.10405 -2.06802 -1.47917  0.06
O -3.82829 -0.81220 -0.79419  -0.07
H -4.57564 -1.44987 -0.80482  0.08
H -3.30810 -0.52663 -0.05902  0.00
O 2.57694 -1.48960 -0.98533  0.00
H -0.72572 2.72483 -4.52595  -0.01
H 2.69700 -0.99646 -1.80032  0.00
O 0.71692 1.16053 3.18231  -0.15
H 0.05544 -2.37219 1.80690  0.06
H 3.39681 -0.45619 -4.19582  0.03
O 4.16027 0.96951 -1.01988  -0.08
H -1.63854 4.32747 2.34039  -0.03
O -3.80153 1.89165 -0.14153  -0.06
H -4.48935 1.18203 -0.31720  0.07
H -3.95259 2.42406 0.61090  0.01
O 2.51790 0.08114 2.36172  -0.15
H -0.51475 -0.46428 2.26857  0.06
H -1.30046 0.77764 3.16383  0.15
O 0.20756 -1.56571 2.20894  0.08
H 0.18205 -1.60784 -1.46101  0.02
H 1.06734 -1.21650 2.04820  0.04
O -1.51819 -1.73499 4.22188  -0.11
H -0.70678 -2.28864 4.61602  0.14
H 1.94786 0.86193 2.08136  0.00
O 0.20861 0.76043 0.22883  -0.01
H 3.00622 -0.06262 1.44779  0.10
H 2.59476 -2.33423 -1.31535  0.00
O -1.10345 3.62749 2.21168  -0.01
H -1.08029 3.59063 1.22948  0.05
H -0.00176 1.46594 -4.98703  0.06
O 0.69762 -5.33431 0.37319  -0.03
H 1.38294 -4.64307 0.20367  0.05
H 0.93463 0.74830 4.08369  0.12
O -2.67695 -2.97545 0.23752  0.04
H -1.27251 2.11407 -0.94337  0.01
H -2.86847 -3.78049 0.62513  0.03
O -0.66132 2.78614 -1.27949  -0.08
H 2.08762 2.79498 -0.19911  0.04
H -1.10162 3.02850 -2.14801  0.07
O -0.52715 1.88245 -4.29053  0.00
H 0.76555 1.38832 -0.26033  0.03
H 0.17236 -5.28741 -0.36728  -0.03
O -0.51288 -0.95988 -3.01939  -0.10
H -0.87462 -0.10934 -3.08551  -0.02
H -0.46679 -1.02243 -4.14776  0.20
H 0.04924 0.12233 -0.40740  -0.02
H -2.41079 -3.01581 -0.57861  -0.08

Its total charge is +1. Its energy above the lowest of the compared OMol25 structures with the same formula, charge and spin is 555.3 kJ/mol. The spin multiplicity is 1.

# 3
H3INO2P as an isolated structure in a non-equilibrium geometry, computed with ωB97M-V/def2-TZVPD.

Last column: Löwdin charge in e.
Element x y z (Å)
N -1.11755 0.35000 0.41792  -0.88
O 1.09138 1.44886 0.23844  -0.39
O 1.12429 -1.55120 -0.80175  -0.44
P -0.03220 0.78814 -0.75819  0.88
I -2.89765 -0.46571 -0.02741  0.78
H -0.67120 0.20298 1.36571  0.04
H 1.26301 1.12525 1.22612  0.14
H 1.23993 -1.89832 -1.66083  -0.13

Its energy above the lowest of the compared OMol25 structures with the same formula, charge and spin is 277.7 kJ/mol. The spin multiplicity is 1.

# 4
A 2-piece molecular cluster, H3INO2P overall in a non-equilibrium geometry, computed with ωB97M-V/def2-TZVPD.

Last column: Löwdin charge in e.
Element x y z (Å)
O -0.32602 2.01195 1.70550  -0.49
P -1.13745 0.83588 2.04714  0.62
N -1.88518 0.40559 0.68545  -0.72
I -2.83631 -1.41455 0.10028  0.66
H -1.30950 0.75378 -0.02460  -0.06
O 0.86133 -0.51987 0.14805  -0.15
H 1.64853 -0.97820 0.42510  0.02
H 1.25384 0.38012 -0.25534  0.12

The structure (SMILES) is O=PNI.O. Its energy above the lowest of the compared OMol25 structures with the same formula, charge and spin is 80.2 kJ/mol. The spin multiplicity is 1.

# 5
One molecule with the formula H3IP2S2 in a non-equilibrium geometry, computed with ωB97M-V/def2-TZVPD.

Last column: Löwdin charge in e.
Element x y z (Å)
S -2.00935 -1.14497 0.47286  0.09
P -0.49356 0.00794 0.29496  -0.39
S -0.88369 1.92133 -0.56156  0.29
P 1.38289 -0.60958 -0.90737  0.08
I 3.12771 -0.69544 0.77102  0.25
H 0.14769 0.81217 1.47293  -0.03
H -2.22199 1.81368 -0.65518  -0.19
H 0.95030 -2.10514 -0.88765  -0.09

The structure (SMILES) is S=[P@H](S)PI. Its energy above the lowest of the compared OMol25 structures with the same formula, charge and spin is 80.0 kJ/mol. The spin multiplicity is 1.

# 6
A 2-piece molecular cluster, H3N2O2 overall in a non-equilibrium geometry, computed with ωB97M-V/def2-TZVPD.

Last column: Löwdin charge in e.
Element x y z (Å)
N 2.06697 0.54802 0.88142  -0.15
N 1.70096 -0.89334 -0.81446  -0.14
O -0.99807 -0.10450 -0.06710  -0.21
O 2.37522 0.04709 -0.30268  -0.49
H -1.38159 -0.06946 -0.95724  -0.01
H 1.13784 0.13985 1.31097  0.01
H 0.00165 -0.43072 -0.17430  -0.02

Its total charge is -1. Its energy above the lowest of the compared OMol25 structures with the same formula, charge and spin is 59.0 kJ/mol. The spin multiplicity is 1.

# 7
A 2-piece molecular cluster, H3N2O2S overall in a non-equilibrium geometry, computed with ωB97M-V/def2-TZVPD.

Last column: Löwdin charge in e.
Element x y z (Å)
N 2.15566 0.10085 0.21723  -0.01
N -1.38597 1.22844 0.06925  -0.40
O -1.26497 -1.27913 -0.30372  -0.48
O -3.43760 -0.35502 0.33888  -0.46
S -2.02813 -0.07027 0.05651  0.38
H 2.91239 0.24403 -0.42054  -0.03
H 1.50130 0.85565 0.06233  -0.03
H 1.54732 -0.72455 -0.01994  0.02

Its total charge is -1. Its energy above the lowest of the compared OMol25 structures with the same formula, charge and spin is 75.0 kJ/mol. The spin multiplicity is 1.

# 8
One molecule with the formula H3N2OP in a non-equilibrium geometry, computed with ωB97M-V/def2-TZVPD.

Last column: Löwdin charge in e.
Element x y z (Å)
N -0.98111 -0.61485 0.44198  -0.09
N 0.20248 0.46804 0.03179  -0.34
P 0.92537 1.12109 1.30841  0.74
O 1.83671 2.13880 0.51643  -0.40
H -1.37638 -1.03655 -0.37375  0.01
H -0.57604 -1.35385 0.99675  0.01
H 1.69534 2.58181 -0.32345  0.06

The structure (SMILES) is N/N=P/O. Its energy above the lowest of the compared OMol25 structures with the same formula, charge and spin is 120.7 kJ/mol. The spin multiplicity is 1.

- What is the energy above the lowest of the compared OMol25 structures with the same formula, charge and spin in the fourth record?
  80.2 kJ/mol

- Look up the energy above the lowest of the compared OMol25 structures with the same formula, charge and spin of the sixth one.
  59.0 kJ/mol

- The highest energy above the lowest of the compared OMol25 structures with the same formula, charge and spin belongs to which entry?
  H39O19

- Which value of energy above the lowest of the compared OMol25 structures with the same formula, charge and spin does entry 2 give?
  555.3 kJ/mol